{"formula": "C36H109N7O15", "method": "ωB97M-V/def2-TZVPD", "e_lumo_ev": 0.395, "multiplicity": 1, "e_homo_ev": -9.1800, "energy_ha": -2948.538961, "e_above_lowest_kcal_mol": 52.1, "elements": ["C", "O", "H", "H", "H", "H", "C", "O", "H", "H", "H", "H", "C", "O", "H", "H", "H", "H", "C", "O", "H", "H", "H", "H", "C", "O", "H", "H", "H", "H", "C", "O", "H", "H", "H", "H", "C", "O", "H", "H", "H", "H", "C", "O", "H", "H", "H", "H", "C", "C", "C", "O", "C", "N", "H", "H", "H", "H", "H", "H", "H", "H", "H", "H", "H", "C", "C", "C", "O", "C", "N", "H", "H", "H", "H", "H", "H", "H", "H", "H", "H", "H", "C", "C", "C", "O", "C", "N", "H", "H", "H", "H", "H", "H", "H", "H", "H", "H", "H", "C", "C", "C", "O", "C", "N", "H", "H", "H", "H", "H", "H", "H", "H", "H", "H", "H", "C", "C", "C", "O", "C", "N", "H", "H", "H", "H", "H", "H", "H", "H", "H", "H", "H", "C", "C", "C", "O", "C", "N", "H", "H", "H", "H", "H", "H", "H", "H", "H", "H", "H", "C", "C", "C", "O", "C", "N", "H", "H", "H", "H", "H", "H", "H", "H", "H", "H", "H"], "xyz": [[2.3007, -2.2002, -1.4657], [3.3622, -2.0240, -2.4099], [2.4183, -3.2058, -1.0618], [2.3464, -1.6113, -0.5497], [1.3270, -2.0638, -1.9362], [2.9968, -1.4538, -3.0903], [-4.1571, 1.4879, 1.3710], [-4.7406, 0.9177, 0.2005], [-4.9331, 1.9583, 1.9749], [-3.7037, 0.6913, 1.9608], [-3.4361, 2.2920, 1.2233], [-4.0339, 0.4933, -0.2915], [-5.2779, -2.5805, -1.4691], [-4.1409, -2.9163, -2.2960], [-6.0600, -3.3389, -1.5018], [-4.8254, -2.4644, -0.4843], [-5.7023, -1.6238, -1.7735], [-3.8444, -3.8034, -2.0800], [-3.4812, -2.3075, 2.4887], [-4.0617, -2.0048, 3.7420], [-2.4925, -1.8554, 2.4103], [-3.4720, -3.3934, 2.3941], [-4.0645, -1.8990, 1.6635], [-5.0157, -2.0465, 3.6431], [2.9422, 1.5987, 1.0829], [3.4325, 2.3822, 0.0277], [2.6330, 0.6285, 0.6941], [3.8074, 1.5221, 1.7414], [2.0383, 1.9501, 1.5806], [3.9975, 1.8008, -0.4865], [3.7708, -0.2382, 4.7302], [4.7111, -1.2759, 4.5023], [3.8385, 0.0274, 5.7852], [4.0315, 0.6746, 4.1946], [2.7774, -0.6221, 4.4978], [5.4906, -0.9934, 4.9863], [2.1828, 4.6286, -1.9944], [1.6178, 5.9177, -2.0689], [3.1933, 4.6076, -1.5862], [1.5177, 4.0485, -1.3547], [2.3520, 4.2064, -2.9849], [0.9199, 6.0089, -1.4160], [-0.7577, -4.2084, -0.3033], [-0.6814, -5.6320, -0.2784], [-0.0842, -3.8312, -1.0729], [-1.7078, -3.8262, -0.6766], [-0.4304, -3.8094, 0.6568], [0.2398, -5.9023, -0.2781], [4.0368, 5.2065, 6.7945], [2.5390, 5.3321, 6.6628], [1.7918, 3.9619, 6.7738], [2.1228, 3.0428, 5.6977], [1.2933, 1.8777, 5.7885], [2.1981, 6.3230, 7.6961], [4.5061, 6.1887, 6.8523], [4.5580, 4.6800, 5.9950], [4.4730, 4.6666, 7.6350], [2.2717, 5.6611, 5.6586], [0.7447, 4.2643, 6.7855], [2.0424, 3.4100, 7.6797], [1.4529, 1.2727, 6.6811], [1.3709, 1.2464, 4.9033], [0.2529, 2.1799, 5.9078], [1.2082, 6.4114, 7.5161], [2.2587, 5.7976, 8.5566], [1.9953, 1.3229, -3.1337], [1.1001, 0.3994, -4.0173], [0.4073, 1.0853, -5.1669], [-0.5529, 2.0965, -4.8122], [-0.3120, 3.3842, -5.3472], [1.9263, -0.7228, -4.4207], [1.4818, 1.9654, -2.4185], [2.5851, 1.9396, -3.8119], [2.7457, 0.7828, -2.5563], [0.4040, -0.0474, -3.3073], [-0.1502, 0.3328, -5.7246], [1.1856, 1.5194, -5.7945], [-1.2469, 3.9260, -5.2037], [-0.1568, 3.3667, -6.4260], [0.4286, 3.9561, -4.7880], [2.0550, -0.6506, -5.4199], [1.2754, -1.4896, -4.3288], [4.2829, -6.4843, 0.9044], [2.8328, -6.1495, 0.9860], [2.6140, -5.0003, 1.9985], [2.8572, -5.3686, 3.3414], [2.9766, -4.2375, 4.1751], [2.2704, -5.8510, -0.2934], [4.7256, -6.5629, 1.8973], [4.7827, -5.7268, 0.3007], [4.4980, -7.4256, 0.3987], [2.1869, -6.9206, 1.4060], [1.5909, -4.6340, 1.9132], [3.2392, -4.1474, 1.7342], [2.2017, -3.4711, 4.1580], [3.8951, -3.6811, 3.9884], [2.9934, -4.5785, 5.2103], [2.4621, -6.6559, -0.8725], [2.8514, -5.1451, -0.7226], [-0.7890, 1.4572, -0.9259], [-1.1141, 0.0235, -0.8575], [-0.9227, -0.5637, 0.5883], [0.4731, -0.8283, 0.8582], [0.6793, -1.0695, 2.2443], [-2.4946, -0.1473, -1.2261], [-1.4672, 2.1065, -0.3722], [-0.9319, 1.7929, -1.9530], [0.2077, 1.7382, -0.5857], [-0.4614, -0.5144, -1.5451], [-1.4624, -1.5055, 0.6869], [-1.3420, 0.1566, 1.2907], [0.4706, -0.1568, 2.8024], [1.7180, -1.3349, 2.4409], [0.0691, -1.9109, 2.5728], [-2.6114, 0.3107, -2.1187], [-2.6773, -1.0990, -1.5105], [-5.2232, 1.0519, -3.4716], [-3.9680, 1.7262, -3.9746], [-3.6888, 3.1331, -3.1874], [-4.7241, 4.1198, -3.3913], [-4.9629, 4.6449, -4.7192], [-2.8615, 0.7967, -3.9016], [-5.4750, 0.1292, -3.9944], [-6.1157, 1.6293, -3.7128], [-5.2219, 0.8436, -2.4017], [-4.1880, 1.8978, -5.0282], [-2.7587, 3.6648, -3.3883], [-3.6371, 2.8507, -2.1359], [-4.0351, 5.0036, -5.1648], [-5.5755, 5.5464, -4.7233], [-5.3441, 3.9011, -5.4189], [-2.0742, 1.2976, -4.2881], [-3.0252, 0.0500, -4.5618], [2.3316, -5.3144, -5.8756], [1.7827, -4.3796, -4.7441], [0.3747, -3.8173, -5.1323], [-0.0144, -2.7175, -4.2844], [-1.3613, -2.2850, -4.5002], [1.7526, -5.2107, -3.5761], [1.6630, -6.0929, -6.2431], [3.2830, -5.7383, -5.5544], [2.5374, -4.5732, -6.6479], [2.4880, -3.5849, -4.5011], [-0.3612, -4.5944, -4.9257], [0.2776, -3.4468, -6.1528], [-1.6708, -1.6949, -3.6376], [-2.0607, -3.0902, -4.7247], [-1.3418, -1.6350, -5.3750], [1.5086, -4.7327, -2.7204], [1.0160, -5.8987, -3.6406], [0.3524, 4.0966, 3.0733], [-1.0481, 3.7056, 2.6179], [-1.8880, 2.8776, 3.6825], [-1.5659, 1.4611, 3.7066], [-2.3818, 0.6704, 4.6105], [-1.7946, 4.9358, 2.3724], [0.8754, 4.6199, 2.2729], [0.9150, 3.1675, 3.1654], [0.4704, 4.6681, 3.9939], [-0.9789, 3.1644, 1.6743], [-2.9361, 2.8416, 3.3854], [-1.7776, 3.3810, 4.6429], [-3.4594, 0.6227, 4.4537], [-2.1349, 0.9384, 5.6378], [-2.1163, -0.3821, 4.5113], [-1.2655, 5.2528, 1.5727], [-2.6306, 4.6833, 1.8650]], "forces_ev_per_angstrom": [[0.79, -0.62, 0.10], [-0.24, -0.15, 1.13], [-0.43, -0.28, -0.27], [0.19, 0.74, -0.30], [-0.13, -0.14, 0.07], [0.06, 0.46, -0.72], [-0.59, -0.50, -0.02], [-0.54, 1.01, 0.82], [-0.30, -0.23, -0.08], [0.25, 0.11, 0.24], [0.35, -0.08, -0.57], [0.87, -0.34, -0.39], [1.13, -0.13, 0.18], [-0.48, 0.37, -0.60], [0.08, -0.07, 0.09], [-0.79, 0.05, 0.42], [0.27, -0.09, -0.20], [-0.11, -0.07, 0.12], [-0.40, -0.23, -0.18], [-0.06, 0.49, 0.32], [-0.03, -0.28, 0.34], [0.50, -0.09, -0.34], [-0.10, 0.13, -0.12], [-0.02, -0.02, 0.07], [0.54, -1.10, 0.10], [-0.54, 0.96, -0.90], [0.17, -0.35, 0.19], [-0.53, -0.49, 0.84], [0.29, 0.79, -0.13], [0.04, 0.11, -0.12], [0.36, 0.01, 0.64], [0.14, 0.00, -0.17], [-0.54, 0.09, 0.20], [-0.31, -0.02, -0.43], [0.09, 0.23, -0.09], [0.27, -0.31, -0.15], [0.09, -0.21, 0.40], [0.09, 0.82, -0.46], [-0.07, 0.36, 0.57], [0.39, -0.70, -0.30], [-0.73, -0.04, -0.16], [0.19, -0.09, -0.05], [1.21, -0.59, -0.68], [-1.50, 0.27, -0.12], [0.45, 0.20, 0.04], [-0.46, -0.42, 0.67], [-0.40, 0.39, 0.06], [0.69, 0.35, 0.00], [1.81, -0.36, -0.84], [1.51, -1.47, 0.11], [0.91, 0.14, -0.33], [-0.66, 0.33, 0.54], [-0.45, 0.61, 0.23], [-1.28, -0.98, -1.12], [-0.22, 0.14, -0.13], [-0.42, 0.03, -0.56], [-0.86, -0.09, 0.70], [0.13, 0.57, 0.05], [-0.50, -0.57, -0.17], [-0.08, 0.33, 0.52], [0.68, -0.06, 0.18], [0.25, 0.32, -0.03], [-0.29, 0.13, -0.40], [-0.60, 0.77, 0.64], [0.06, 0.15, 0.58], [-0.07, 0.41, -0.67], [0.80, 0.81, 2.90], [-0.38, 0.34, 0.00], [1.09, -0.27, 0.06], [-0.97, 0.34, 0.27], [-0.38, 0.06, -1.01], [-0.23, -0.01, -0.37], [0.08, 0.34, -0.03], [-0.29, -0.50, -0.07], [-0.65, 0.25, -0.19], [0.09, -0.15, -0.28], [0.02, 0.07, -0.29], [-0.10, 0.05, 0.01], [0.44, -0.09, -0.01], [0.45, -0.24, -0.19], [0.62, -0.11, -0.37], [0.15, -0.74, -0.19], [0.80, -0.68, 0.14], [-0.66, 0.20, 2.23], [-0.27, 0.48, -0.58], [-0.21, -0.01, -0.36], [0.66, 0.14, 0.79], [-0.35, 0.35, -0.85], [0.12, 0.20, -0.02], [0.18, 0.26, 0.23], [-0.25, -0.18, -0.06], [0.41, -0.63, 0.07], [-0.36, -0.06, -0.11], [0.41, 0.21, -0.13], [-0.69, -0.27, -0.63], [0.26, -0.11, -0.13], [0.13, -0.22, -0.08], [-0.19, -0.27, -0.33], [-0.01, 0.43, -0.27], [0.25, 1.86, -0.29], [0.40, -1.48, 1.84], [0.85, 0.10, -1.10], [-0.60, 0.33, 0.01], [0.11, 0.17, -0.41], [-0.67, -0.36, 0.16], [-0.36, -0.32, 0.40], [0.35, 0.09, -0.25], [0.18, -0.33, -0.11], [0.33, -0.25, 0.07], [-0.16, -0.10, -0.15], [0.05, 0.11, 0.30], [-0.33, -0.02, 0.30], [0.13, -0.02, -0.40], [-0.25, 0.00, 0.25], [-0.26, 0.53, -0.48], [-0.08, -0.61, 0.33], [-1.05, 0.13, 0.26], [-0.78, 1.20, 0.02], [-0.88, -0.88, -1.44], [-0.67, -0.16, -0.11], [1.39, -0.55, 0.33], [0.55, 0.43, 0.02], [0.67, -0.35, -0.12], [0.07, 0.53, 0.34], [0.09, 0.10, 0.07], [0.14, 0.76, -0.25], [0.48, -0.58, -0.57], [-0.51, 0.31, 0.18], [0.50, -0.10, 0.01], [-0.40, -0.41, 0.69], [-0.35, -0.10, 0.19], [0.52, -0.04, 0.08], [-0.27, -0.30, 0.03], [0.20, 2.15, 0.20], [-0.73, -1.08, -0.56], [0.20, 0.49, 0.81], [-0.29, -0.73, 0.51], [0.85, 0.30, -0.33], [-0.43, -0.49, 1.44], [-0.17, 0.16, 0.23], [-0.19, -0.06, 0.04], [0.14, -0.54, -0.74], [0.02, 0.19, -0.46], [-0.03, -0.38, -0.42], [0.26, -0.31, -0.38], [-0.06, -0.22, 0.01], [0.07, -0.23, 0.34], [-0.26, 0.23, -0.24], [0.14, 0.57, 0.11], [-0.07, -0.41, -0.30], [0.40, -1.16, -0.49], [-0.74, -0.69, 1.66], [0.29, -0.84, -1.23], [-0.11, 0.14, 0.42], [1.07, -0.01, -0.08], [0.07, 0.06, -0.81], [-0.11, 0.30, -0.08], [0.18, -0.01, 0.37], [-0.49, -0.06, -0.01], [0.17, -0.64, 0.14], [-0.22, 0.85, 0.02], [0.01, -0.20, 0.31], [-0.11, 0.86, -0.33], [-0.28, 0.23, 0.17], [0.48, 0.10, -0.30], [0.29, 1.22, -0.06], [-0.82, -0.18, 0.32]], "lowdin_charge": [-0.15, -0.13, 0.05, 0.06, 0.06, -0.01, -0.16, -0.14, 0.08, 0.06, 0.05, -0.01, -0.11, -0.15, 0.08, 0.06, 0.07, 0.07, -0.15, -0.12, 0.05, 0.09, 0.06, 0.08, -0.15, -0.12, 0.06, 0.08, 0.07, 0.08, -0.16, -0.12, 0.08, 0.07, 0.06, 0.08, -0.17, -0.12, 0.07, 0.07, 0.06, 0.07, -0.15, -0.14, 0.05, 0.06, 0.07, 0.01, -0.09, -0.43, -0.18, -0.19, -0.11, 0.04, 0.07, 0.07, 0.08, 0.13, 0.11, 0.12, 0.09, 0.07, 0.07, 0.06, 0.07, -0.03, -0.40, -0.16, -0.23, -0.08, 0.06, 0.04, 0.08, 0.07, 0.11, 0.12, 0.13, 0.07, 0.09, 0.09, 0.09, 0.03, -0.06, -0.44, -0.20, -0.16, -0.12, 0.05, 0.08, 0.09, 0.08, 0.15, 0.11, 0.12, 0.07, 0.07, 0.09, 0.09, 0.06, -0.05, -0.40, -0.14, -0.21, -0.10, 0.07, 0.07, 0.07, 0.08, 0.11, 0.09, 0.11, 0.08, 0.07, 0.08, 0.02, 0.06, -0.06, -0.39, -0.12, -0.20, -0.09, 0.04, 0.08, 0.08, 0.06, 0.12, 0.10, 0.11, 0.07, 0.09, 0.07, 0.04, 0.08, -0.05, -0.41, -0.15, -0.26, -0.08, 0.04, 0.08, 0.08, 0.07, 0.13, 0.12, 0.12, 0.07, 0.09, 0.08, 0.04, 0.08, -0.05, -0.42, -0.15, -0.23, -0.09, 0.04, 0.08, 0.06, 0.08, 0.11, 0.10, 0.12, 0.08, 0.08, 0.07, 0.06, 0.06]}